{
  "formula": "C4H8O2",
  "method": "ωB97M-V/def2-TZVPD",
  "species": ["C", "C", "C", "O", "C", "O", "H", "H", "H", "H", "H", "H", "H", "H"],
  "xyz": [[0.17196, 0.41277, -1.55305], [0.40027, -0.04745, -0.12177], [0.43525, -1.55678, -0.00569], [0.48975, -2.30927, -0.95058], [-0.62638, 0.52153, 0.85668], [-0.07059, 0.43026, 2.15599], [0.89170, -0.05693, -2.22676], [0.27631, 1.50052, -1.62741], [-0.83006, 0.13633, -1.89953], [1.37444, 0.31302, 0.24712], [0.39909, -1.94923, 1.03228], [-0.85256, 1.56177, 0.57935], [-1.57146, -0.04410, 0.79315], [-0.48772, 1.08757, 2.72021]],
  "forces_ev_per_angstrom": [[-0.01, 0.04, -0.11], [0.06, 0.08, -0.05], [0.04, -0.22, -0.25], [-0.03, 0.31, 0.43], [-0.14, -0.01, -0.30], [-0.06, 0.15, 0.22], [-0.11, 0.06, 0.07], [-0.02, -0.17, 0.01], [0.13, 0.03, 0.04], [-0.12, -0.10, -0.11], [0.01, 0.02, -0.12], [0.12, -0.17, 0.08], [0.15, 0.09, 0.03], [-0.02, -0.12, 0.05]],
  "lowdin_charge": [-0.07, -0.34, -0.22, 0.06, -0.25, -0.06, 0.08, 0.08, 0.09, 0.15, 0.13, 0.12, 0.13, 0.09],
  "gap_ev": 10.4,
  "smiles": "C[C@H](C=O)CO",
  "lumo_ev": 0.7,
  "max_force_ha_per_bohr": 0.0102
}